*w*
Computed, not measured: 2 unconnected molecules or ions with the total composition C4H5F3O, with ωB97M-V with the def2-TZVPD basis set.

Bonds (Å) are listed after each position.
CARTESIAN COORDINATES (ANGSTROEM)
1 F -0.260 -3.741 -0.427  C2 1.343
2 C -0.332 -2.420 -0.660  F1 1.343, C3 1.472, C4 1.487, H5 1.178
3 C 0.504 -1.853 -1.731  C2 1.472, C4 1.338, H6 1.067
4 C 0.835 -1.517 -0.479  C2 1.487, C3 1.338, H7 1.053
5 H -1.492 -2.261 -0.531  C2 1.178
6 H 0.705 -1.978 -2.771  C3 1.067
7 H 1.489 -1.130 0.250  C4 1.053
8 O -0.711 2.964 1.920  C9 1.387, H12 0.910
9 C 0.116 2.339 0.999  O8 1.387, F10 1.413, F11 1.344, H13 1.093
10 F -0.401 1.063 0.682  C9 1.413
11 F -0.038 2.931 -0.198  C9 1.344
12 H -1.547 3.089 1.583  O8 0.910
13 H 1.132 2.512 1.361  C9 1.093

The HOMO energy comes out at -10.35 eV. As for the HOMO-LUMO gap: 0.41174 Ha. The net charge is 0. As for the spin multiplicity: 1.

Here are the Mulliken charges for atoms 1 to 2, given in e: -0.29 0.03

***

*x*
Computed, not measured: 2 unconnected molecules or ions with the total composition C4H5F3O, with ωB97M-V with the def2-TZVPD basis set.

Bonds (Å) are listed after each position.
CARTESIAN COORDINATES (ANGSTROEM)
1 C -0.760 -1.283 0.535  C2 1.420, O5 1.438, H9 1.054, H10 1.029
2 C -0.389 -0.150 -0.235  C1 1.420, C3 1.493, O5 1.285
3 C -1.094 1.132 -0.533  C2 1.493, H11 1.055, H12 1.169, H13 1.054
4 C 1.787 0.216 0.245  F6 1.369, F7 1.322, F8 1.353
5 O -0.357 -1.280 -0.846  C1 1.438, C2 1.285
6 F 2.393 -0.022 -0.959  C4 1.369
7 F 2.103 1.428 0.670  C4 1.322
8 F 2.146 -0.758 1.112  C4 1.353
9 H -0.063 -1.826 1.111  C1 1.054
10 H -1.753 -1.455 0.742  C1 1.029
11 H -1.158 1.928 0.155  C3 1.055
12 H -2.190 0.725 -0.524  C3 1.169
13 H -0.666 1.344 -1.472  C3 1.054

The HOMO energy comes out at -8.87 eV. As for the HOMO-LUMO gap: 0.35643 Ha. The net charge is 0. As for the spin multiplicity: 1.

Here are the Mulliken charges for atoms 1 to 2, given in e: -0.48 0.70

***

Calculated relative energies: *w* 0.000; *x* 0.765, given in eV